(1)
{
  "formula": "C14H39BClNO4P2Si2",
  "method": "the ωB97M-V functional and the def2-TZVPD basis",
  "symbols": ["C", "H", "H", "H", "Si", "Si", "H", "H", "H", "P", "H", "H", "H", "H", "H", "H", "C", "H", "C", "C", "H", "N", "H", "P", "O", "H", "H", "H", "O", "C", "H", "C", "C", "H", "H", "O", "C", "O", "H", "H", "Cl", "C", "H", "B", "H", "H", "C", "H", "H", "H", "H", "H", "C", "H", "C", "H", "C", "H", "H", "H", "H", "H", "C", "H"],
  "xyz": [[-0.248, -0.206, 3.638], [0.960, 6.165, 3.588], [-1.137, -1.451, -3.483], [2.904, 0.569, 2.855], [1.588, 3.904, 4.415], [0.568, 1.411, 3.094], [3.344, 3.705, 2.643], [2.058, -0.926, -3.697], [-0.464, 5.121, 3.694], [-0.140, 0.108, -1.832], [-1.224, -5.491, -0.019], [-1.358, -3.290, 2.155], [2.958, 0.232, -6.007], [0.405, -0.754, 4.320], [-1.489, 2.628, 2.375], [2.557, 1.803, 1.629], [0.591, 5.149, 3.411], [-2.354, -5.217, 1.331], [2.925, 0.622, -4.963], [-0.607, 2.237, 1.866], [-2.181, -0.055, -3.102], [0.854, 2.354, 4.487], [-3.498, -1.342, -1.633], [-2.196, -3.491, -1.745], [-0.714, -3.740, -1.909], [0.670, 4.957, 2.338], [-4.574, -4.761, -4.897], [1.922, 0.167, 1.439], [-3.148, -4.154, -2.931], [1.669, -0.037, -4.248], [3.850, 4.812, 3.918], [1.702, 4.577, 6.176], [2.143, 0.950, 2.172], [-3.492, -4.379, -6.269], [3.850, 0.252, -4.477], [1.130, 2.358, -3.212], [-1.804, -4.706, 0.506], [-2.824, -4.084, -0.308], [-0.120, 3.057, 1.332], [0.048, -4.202, 1.542], [1.167, -1.161, -0.804], [-1.529, -0.842, -2.644], [-0.948, 1.509, 1.112], [0.969, 0.963, -3.193], [0.914, -0.306, -5.022], [2.898, 1.727, -4.980], [-2.425, -1.629, -1.617], [0.708, 4.664, 6.620], [3.924, 3.067, 4.195], [0.992, 2.686, -4.109], [-0.637, -2.788, 0.581], [-2.854, -2.794, -4.556], [-0.872, -3.655, 1.227], [2.305, 3.914, 6.801], [-3.508, -4.755, -5.227], [-0.455, -0.845, 2.770], [3.340, 3.861, 3.725], [-0.602, 1.143, -0.969], [-3.151, -5.803, -5.197], [-2.064, -1.384, -0.587], [-1.601, -4.133, -4.402], [-1.193, -0.005, 4.149], [-2.668, -3.853, -4.248], [2.168, 5.569, 6.180]],
  "lowdin_charge": [-0.203, 0.013, 0.080, 0.029, 0.209, 0.192, -0.001, 0.092, 0.020, 0.812, 0.113, 0.078, 0.081, 0.020, 0.028, 0.006, -0.209, 0.124, -0.096, -0.202, 0.109, -0.244, 0.107, 0.639, -0.311, -0.002, 0.084, -0.059, -0.214, -0.189, 0.013, -0.212, -0.205, 0.077, 0.084, 0.102, -0.269, -0.221, 0.006, 0.092, 0.440, -0.355, -0.033, -0.513, 0.107, 0.067, -0.232, 0.014, 0.021, 0.114, 0.002, 0.113, -0.079, 0.014, -0.070, -0.015, -0.208, 0.033, 0.080, 0.080, 0.119, 0.019, -0.298, 0.010],
  "molar_mass_g_mol": 449.85,
  "total_charge": 0,
  "e_lumo_ev": -2.570,
  "total_energy_ha": -2659.342718,
  "e_above_lowest_ev": 1.315,
  "e_homo_ev": -5.3197,
  "orbital_gap_ev": 2.8
}



(2)
{
  "formula": "C4H13NO2",
  "method": "the ωB97M-V functional and the def2-TZVPD basis",
  "symbols": ["H", "C", "H", "H", "N", "H", "H", "H", "H", "C", "O", "H", "H", "H", "C", "C", "O", "H", "H", "H"],
  "xyz": [[1.855, 0.117, -2.004], [-0.198, -0.810, -0.297], [0.300, 1.142, 1.619], [-1.330, -2.560, 1.987], [0.913, 0.321, -2.295], [-1.100, 0.025, -1.997], [1.447, 3.545, 0.128], [-0.686, -3.533, 0.589], [2.171, 2.417, -0.622], [-1.340, -2.714, 0.916], [1.773, 2.637, 0.228], [0.179, 0.817, 3.194], [0.710, -0.755, 0.281], [0.659, -0.385, -2.973], [-0.218, 0.247, -1.378], [-1.291, -1.508, -0.005], [-0.273, 0.885, 2.346], [-0.412, 1.264, -0.985], [-2.297, -1.271, -0.349], [-2.344, -3.142, 0.767]],
  "lowdin_charge": [0.055, -0.132, -0.005, 0.064, -0.014, 0.110, 0.053, 0.073, 0.031, -0.108, -0.058, 0.039, 0.102, 0.059, -0.312, -0.164, -0.059, 0.099, 0.105, 0.061],
  "molar_mass_g_mol": 107.15,
  "total_charge": 0,
  "e_lumo_ev": 0.755,
  "total_energy_ha": -365.381641,
  "e_above_lowest_ev": 1.656,
  "smiles": "C/C=C/CN.O.O",
  "e_homo_ev": -9.0220,
  "orbital_gap_ev": 9.8
}